Computed, not measured: 3 unconnected molecules or ions with the total composition C20H34ClNO6S in a non-equilibrium geometry, with ωB97M-V/def2-TZVPD.

Each line ends with the Mulliken charge.
Positions of all 63 atoms, in Å:
N -2.01794 0.57360 2.00638  -0.491
C -2.58165 -0.58085 1.19750  -0.332
C -3.33918 -0.08126 -0.20770  -0.311
O -2.33131 -0.21326 -1.26803  -0.197
C -2.24611 0.97717 -2.12464  0.106
C -1.05872 0.63446 -3.25232  -0.500
C -0.87184 -0.97741 -3.51727  -0.657
C 0.21273 -1.71854 -2.53760  -0.171
C 1.74846 -1.15592 -2.64363  -0.572
S 2.70752 -2.45409 -3.65764  0.931
O 1.75358 -2.79382 -4.86847  -0.522
O 4.04375 -1.80594 -4.09924  -0.537
Cl 2.91850 -4.16422 -2.46571  -0.175
C -1.75953 2.34965 -1.37200  -0.107
O -2.88403 3.34133 -1.30412  -0.371
C -2.33758 4.68298 -1.01558  0.457
C -2.64153 6.05732 -1.85632  -0.406
C -1.94310 7.50839 -1.46976  -0.374
C -0.89943 7.58354 -0.18437  -0.363
C -0.61787 6.21898 0.68054  -0.356
C -1.31751 4.78668 0.29055  -0.035
H -2.61954 1.41072 1.84416  0.288
H -1.03259 0.76999 1.65905  0.264
H -3.25023 -1.32678 1.81109  0.243
H -1.63631 -1.21886 0.84453  0.029
H -3.83243 0.97476 -0.11128  0.216
H -4.21871 -0.86236 -0.36816  0.270
H -3.21027 1.22135 -2.74131  0.195
H -0.01511 1.04242 -2.88637  0.088
H -1.36319 1.10282 -4.30754  0.251
H -0.46023 -1.10299 -4.62915  0.338
H -1.90795 -1.56930 -3.51289  0.301
H 0.12918 -2.89242 -2.73739  0.377
H -0.11509 -1.58862 -1.39711  -0.061
H 1.85203 -0.07052 -3.06804  0.375
H 2.20691 -1.19404 -1.54600  0.325
H -0.78431 2.83419 -1.80693  0.456
H -1.50256 2.04305 -0.24829  -0.283
H -3.39067 6.05005 -2.78026  0.262
H -2.12359 8.50679 -2.05711  0.278
H -0.36181 8.59236 0.10961  0.278
H 0.10126 6.24531 1.60367  0.280
H -1.08454 3.84259 0.95739  0.206
C 2.97172 0.29706 4.19299  -1.134
C 1.62332 -0.13088 3.67869  0.789
C 1.21986 -1.56446 3.89844  -0.776
O 0.87959 0.66035 3.10113  -0.530
H 3.12807 1.35641 3.96366  0.316
H 3.01543 0.16362 5.27681  0.316
H 3.75732 -0.28592 3.70566  0.308
H 1.18563 -1.78080 4.96913  0.359
H 1.92742 -2.23026 3.39793  0.179
H 0.22343 -1.72998 3.47524  0.163
C 2.65945 -5.21983 0.73231  -0.758
C 2.06947 -5.16111 2.11589  0.735
C 2.36256 -6.30915 3.04451  -1.161
O 1.37464 -4.21155 2.47409  -0.550
H 2.36467 -4.32513 0.17385  0.019
H 3.75015 -5.24983 0.79448  0.378
H 2.28382 -6.10058 0.20535  0.395
H 3.44001 -6.38769 3.20958  0.324
H 1.97362 -7.23834 2.62051  0.343
H 1.87234 -6.13120 4.00752  0.295

Cartesian forces (eV/Å) of the 3 atoms listed first:
0.039 -0.393 -1.488
0.762 -0.222 -1.211
-0.466 -1.767 1.568

E_LUMO ... -1.077 eV
HOMO-LUMO gap ... 7.31 eV
Structure (SMILES) ... NCCO[C@H](CCCCS(=O)(=O)Cl)COc1ccccc1.CC(C)=O.CC(C)=O